*i*
Formula: C3H6NO3
Source: OMol25
Level of theory: wB97M-V/def2-TZVPD

Output
HOMO energy, Ha: -0.5039
Net charge: +1
Orbital gap, eV: 8.432

Positions of all 13 atoms, in Å:
C 0.887 -2.064 -2.630
C -1.130 1.234 1.562
C -1.134 2.339 2.402
N 0.578 -0.846 -0.592
O 1.077 -0.480 0.464
O 1.368 -1.606 -1.332
O -0.921 0.237 1.095
H 1.830 -2.051 -3.292
H -0.003 -1.413 -3.061
H 0.575 -3.022 -2.498
H -0.679 3.243 1.978
H -0.285 2.035 3.063
H -2.163 2.394 2.840

Here are the Löwdin charges for atoms 1 to 5, given in e: -0.02, 0.00, 0.08, -0.07, -0.02


*ii*
Formula: C3H6NO3
Source: OMol25
Level of theory: wB97M-V/def2-TZVPD

Output
HOMO energy (spin up / spin down), Ha: -0.5596 / -0.5596
Net charge: +1
Orbital gap (spin up / spin down), eV: 9.236 / 9.237

Positions of all 13 atoms, in Å:
C 1.934 0.919 -0.038
C 2.058 -0.608 -0.230
C -2.331 -0.346 -0.166
N -0.266 0.427 -0.005
O 0.626 1.215 -0.384
O 1.110 -1.317 -0.328
O -1.333 0.549 -0.688
H 2.086 1.187 1.071
H 2.707 1.230 -0.673
H 3.002 -1.084 -0.367
H -2.421 -0.923 -1.027
H -3.260 0.360 0.068
H -1.999 -0.755 0.856

Here are the Löwdin charges for atoms 1 to 5, given in e: -0.04, -0.14, 0.04, 0.07, 0.06


Which of them is the most stable? Correct choice: *i*.


*i*
Formula: C3H11N3
Source: OMol25
Level of theory: wB97M-V/def2-TZVPD

Output
SMILES string: C=NC.NCN
HOMO energy, Ha: -0.3160
Orbital gap, eV: 8.887

Positions of all 17 atoms, in Å:
C 2.187 0.532 1.069
N 1.454 -0.285 0.383
C 2.160 -1.032 -0.732
H 2.311 0.325 2.083
H 2.853 1.266 0.635
H 1.835 -2.069 -0.603
H 1.948 -0.506 -1.641
H 3.187 -1.027 -0.486
N -1.518 -0.857 -0.037
C -1.416 0.542 -0.169
N -2.667 1.261 -0.465
H -2.126 -1.195 0.729
H -0.600 -1.398 0.199
H -0.621 0.765 -0.907
H -0.984 0.964 0.815
H -3.203 0.971 0.315
H -3.074 0.826 -1.315

Here are the Löwdin charges for atoms 1 to 5, given in e: -0.05, -0.10, -0.09, 0.05, 0.07


*ii*
Formula: C3H11N3
Source: OMol25
Level of theory: wB97M-V/def2-TZVPD

Output
HOMO energy, Ha: -0.2615
Orbital gap, eV: 8.180

Positions of all 17 atoms, in Å:
C -1.021 0.928 -0.303
C 1.264 -1.769 -0.103
C -2.181 0.072 0.148
N 0.478 -0.680 -0.638
N 0.448 0.371 0.201
N 1.741 1.327 0.261
H 0.378 0.155 1.210
H 2.390 1.001 -0.454
H 1.505 2.278 -0.015
H -1.031 1.909 0.168
H -0.961 1.030 -1.382
H 0.984 -2.688 -0.618
H 2.338 -1.595 -0.246
H 1.101 -1.923 0.980
H -2.212 -0.858 -0.411
H -2.105 -0.173 1.204
H -3.117 0.617 0.000

Here are the Löwdin charges for atoms 1 to 5, given in e: -0.15, -0.20, -0.10, -0.19, -0.23


*iii*
Formula: C3H11N3
Source: OMol25
Level of theory: wB97M-V/def2-TZVPD

Output
SMILES string: [H]/N=C/N.CCN
HOMO energy, Ha: -0.3374
Orbital gap, eV: 9.736

Positions of all 17 atoms, in Å:
H -3.324 4.301 -1.056
N -2.955 3.389 -1.317
C -2.765 2.735 -0.234
N -3.245 1.453 -0.032
H -2.607 3.232 0.734
H -2.729 1.012 0.718
H -3.414 0.954 -0.895
C 3.195 -1.566 0.552
C 1.673 -1.776 0.576
N 1.105 -2.203 -0.724
H 3.543 -1.365 1.564
H 3.435 -0.683 -0.037
H 3.547 -2.534 0.197
H 1.195 -0.816 0.805
H 1.432 -2.523 1.329
H 0.184 -1.792 -0.761
H 1.733 -1.818 -1.419

Here are the Löwdin charges for atoms 1 to 5, given in e: 0.03, 0.03, -0.40, 0.07, 0.11


Which of them is the most stable? Correct choice: *iii*.


*i*
Formula: C3H11N3
Source: OMol25
Level of theory: wB97M-V/def2-TZVPD

Output
SMILES string: C=NC.CNN
HOMO energy, Ha: -0.2867
Orbital gap, eV: 8.819

Positions of all 17 atoms, in Å:
C -1.428 0.286 -0.305
N -1.422 -0.172 0.941
C -1.361 0.843 1.978
H -1.244 1.349 -0.546
H -1.979 -0.264 -1.087
H -0.338 1.234 2.085
H -1.652 0.401 2.936
H -2.031 1.693 1.780
C 1.816 0.321 -0.699
N 0.659 -0.575 -0.664
N 0.993 -1.843 -1.261
H 2.175 0.482 -1.720
H 1.533 1.295 -0.293
H 2.622 -0.094 -0.089
H 0.337 -0.748 0.348
H 0.199 -2.475 -1.135
H 1.122 -1.732 -2.269

Here are the Löwdin charges for atoms 1 to 5, given in e: -0.11, -0.15, -0.18, 0.08, 0.08


*ii*
Formula: C3H11N3
Source: OMol25
Level of theory: wB97M-V/def2-TZVPD

Output
HOMO energy, Ha: -0.3253
Orbital gap, eV: 9.773

Positions of all 17 atoms, in Å:
C 0.945 0.173 1.040
N -0.499 -0.115 1.107
C -1.292 0.593 0.062
N -2.625 0.039 0.048
C 1.597 0.236 -0.351
N 0.950 -1.119 -1.167
H 1.143 1.078 1.607
H 1.407 -0.728 1.450
H -0.462 -1.007 0.626
H -1.215 1.675 0.212
H -0.881 0.432 -0.938
H -2.810 -0.398 0.931
H -2.938 -0.488 -0.747
H 2.636 0.547 -0.236
H 1.065 0.987 -0.909
H 1.151 -0.788 -2.108
H 1.828 -1.119 -0.628

Here are the Löwdin charges for atoms 1 to 5, given in e: -0.25, -0.06, -0.34, 0.01, -0.21


Which of them is the most stable? Correct choice: *i*.


*i*
Formula: C3H11N3
Source: OMol25
Level of theory: wB97M-V/def2-TZVPD

Output
HOMO energy (spin up / spin down), Ha: -0.2630 / -0.2630
Orbital gap (spin up / spin down), eV: 8.166 / 8.165

Positions of all 17 atoms, in Å:
C 0.348 0.796 1.198
C 1.011 0.475 -1.254
C 0.007 0.369 -0.172
N -1.781 -0.585 -1.424
N -2.114 -0.065 0.748
N -1.250 0.007 -0.388
H -0.524 1.170 1.679
H 0.490 -0.036 1.918
H 1.266 1.309 1.221
H 1.975 0.662 -0.919
H 0.583 1.210 -2.036
H 1.147 -0.459 -1.859
H 2.351 -1.379 0.569
H 2.605 -1.896 1.045
H -1.147 -0.458 -2.241
H -3.048 -0.364 0.443
H -1.920 -0.756 1.473

Here are the Löwdin charges for atoms 1 to 5, given in e: -0.08, -0.07, -0.35, 0.02, 0.07


*ii*
Formula: C3H11N3
Source: OMol25
Level of theory: wB97M-V/def2-TZVPD

Output
SMILES string: [H]/N=C/N.CCN
HOMO energy, Ha: -0.3296
Orbital gap, eV: 9.754

Positions of all 17 atoms, in Å:
H 2.165 3.010 0.982
N 1.218 2.785 0.711
C 0.824 1.651 1.129
N -0.366 1.366 1.786
H 1.660 0.965 1.349
H -0.219 0.997 2.712
H -0.859 2.255 1.806
C -0.080 -1.835 -0.148
C -1.059 -1.286 -1.185
N -0.274 -0.820 -2.325
H 0.579 -2.549 -0.653
H -0.565 -2.484 0.584
H 0.430 -1.032 0.364
H -1.558 -0.432 -0.712
H -1.773 -2.055 -1.475
H 0.603 -0.416 -2.028
H -0.726 -0.120 -2.896

Here are the Löwdin charges for atoms 1 to 5, given in e: 0.04, 0.04, -0.39, 0.06, 0.11


Which of them is the most stable? Correct choice: *ii*.


*i*
Formula: C24H33N3O2
Source: OMol25
Level of theory: wB97M-V/def2-TZVPD

Output
SMILES string: CCCCn1nc2cc(C(=O)NC[C@]34C[C@H]5C[C@H](C[C@H](C5)C3)C4)ccc2c1OC
HOMO energy, Ha: -0.2826
Orbital gap, eV: 8.285

Positions of all 62 atoms, in Å:
C -5.273 0.604 1.521
C -6.582 0.428 0.759
C -6.414 0.460 -0.759
C -5.891 1.792 -1.302
N -4.457 1.886 -1.190
N -3.682 0.930 -1.697
C -2.430 1.318 -1.458
C -1.235 0.670 -1.801
C -0.045 1.252 -1.443
C 1.218 0.556 -1.826
O 1.327 -0.088 -2.851
N 2.237 0.705 -0.942
C 3.513 0.059 -1.122
C 3.733 -1.161 -0.207
C 2.619 -2.190 -0.411
C 2.872 -3.412 0.471
C 4.213 -4.044 0.100
C 5.329 -3.024 0.314
C 5.358 -2.597 1.781
C 4.017 -1.967 2.149
C 2.899 -2.987 1.938
C 3.763 -0.743 1.267
C 5.077 -1.802 -0.567
C -0.021 2.496 -0.764
C -1.168 3.161 -0.434
C -2.406 2.580 -0.767
C -3.763 2.894 -0.630
O -4.464 3.918 -0.081
C -3.717 4.978 0.471
H -4.904 1.622 1.433
H -4.515 -0.074 1.135
H -5.421 0.391 2.577
H -7.285 1.208 1.063
H -7.023 -0.534 1.029
H -5.720 -0.321 -1.074
H -7.382 0.260 -1.221
H -6.322 2.638 -0.764
H -6.148 1.873 -2.363
H -1.251 -0.266 -2.336
H 2.062 1.157 -0.060
H 4.310 0.792 -0.953
H 3.542 -0.263 -2.166
H 2.579 -2.483 -1.461
H 1.652 -1.748 -0.158
H 2.069 -4.141 0.317
H 4.196 -4.362 -0.945
H 4.392 -4.928 0.717
H 6.292 -3.472 0.045
H 5.549 -3.463 2.418
H 6.165 -1.878 1.943
H 4.035 -1.657 3.201
H 3.066 -3.858 2.576
H 1.937 -2.549 2.216
H 4.551 -0.002 1.428
H 2.809 -0.291 1.550
H 5.070 -2.099 -1.618
H 5.881 -1.074 -0.431
H 0.932 2.953 -0.538
H -1.111 4.116 0.066
H -3.097 4.632 1.303
H -3.087 5.453 -0.286
H -4.449 5.695 0.837

Here are the Löwdin charges for atoms 1 to 5, given in e: -0.10, -0.26, -0.19, -0.11, -0.09


*ii*
Formula: C24H33N3O2
Source: OMol25
Level of theory: wB97M-V/def2-TZVPD

Output
SMILES string: COc1cc(CN2CCC[C@@H](N3CCN(c4ccccc4C)CC3)C2)ccc1O
HOMO energy, Ha: -0.2811
Orbital gap, eV: 8.277

Positions of all 62 atoms, in Å:
C 0.711 1.371 -3.793
O 0.612 2.457 -2.909
C 1.338 2.411 -1.737
C 2.161 1.374 -1.340
C 2.841 1.434 -0.126
C 3.685 0.277 0.335
N 3.112 -0.325 1.533
C 3.893 -1.420 2.075
C 3.754 -2.733 1.293
C 2.280 -3.112 1.160
C 1.508 -1.949 0.521
N 0.142 -2.342 0.231
C -0.479 -1.790 -0.951
C -1.230 -0.476 -0.701
N -2.227 -0.709 0.327
C -3.278 0.226 0.402
C -3.391 1.133 1.453
C -4.451 2.019 1.521
C -5.418 2.015 0.533
C -5.325 1.104 -0.504
C -4.277 0.199 -0.584
C -4.256 -0.814 -1.690
C -1.590 -1.109 1.565
C -0.813 -2.413 1.315
C 1.717 -0.703 1.408
C 2.689 2.550 0.681
C 1.870 3.594 0.293
C 1.187 3.537 -0.911
O 0.380 4.563 -1.287
H 0.354 0.445 -3.331
H 0.072 1.620 -4.640
H 1.738 1.232 -4.144
H 2.281 0.503 -1.967
H 4.681 0.640 0.613
H 3.810 -0.438 -0.494
H 4.941 -1.112 2.116
H 3.547 -1.581 3.102
H 4.194 -2.619 0.299
H 4.304 -3.522 1.809
H 2.164 -4.008 0.548
H 1.872 -3.326 2.150
H 1.969 -1.747 -0.452
H 0.278 -1.651 -1.726
H -1.205 -2.530 -1.310
H -1.720 -0.145 -1.616
H -0.521 0.313 -0.392
H -2.637 1.156 2.225
H -4.513 2.716 2.343
H -6.246 2.707 0.575
H -6.094 1.080 -1.264
H -5.272 -1.101 -1.952
H -3.703 -1.696 -1.379
H -3.786 -0.409 -2.588
H -2.365 -1.293 2.312
H -0.906 -0.335 1.948
H -0.305 -2.720 2.229
H -1.541 -3.191 1.050
H 1.174 0.155 1.009
H 1.351 -0.907 2.419
H 3.207 2.590 1.626
H 1.742 4.467 0.913
H -0.008 4.338 -2.143

Here are the Löwdin charges for atoms 1 to 5, given in e: -0.08, -0.09, -0.20, 0.02, -0.23


Which of them is the most stable? Correct choice: *i*.


*i*
Formula: H14O6S
Source: OMol25
Level of theory: wB97M-V/def2-TZVPD

Output
SMILES string: O.O.O.O.O.O.S
HOMO energy, Ha: -0.3590
Orbital gap, eV: 10.333

Positions of all 21 atoms, in Å:
O 2.168 0.354 -0.768
H 3.100 0.592 -0.734
H 1.811 0.755 0.035
O 0.142 -0.466 1.685
H -0.295 -0.257 2.522
H -0.633 -0.718 1.141
O -0.054 -0.836 -1.794
H 0.782 -0.523 -1.438
H 0.026 -0.796 -2.750
O -2.056 -1.404 -0.072
H -2.025 -2.357 -0.181
H -1.506 -1.023 -0.789
O -0.891 1.211 4.692
H -0.355 0.856 5.408
H -0.523 2.087 4.531
O 3.351 -0.466 1.820
H 3.924 -1.018 2.357
H 2.453 -0.812 1.906
S -3.543 1.457 -6.329
H -3.059 2.598 -5.811
H -2.820 0.767 -5.432

Here are the Löwdin charges for atoms 1 to 5, given in e: -0.05, 0.06, 0.04, -0.06, 0.03


*ii*
Formula: H14O6S
Source: OMol25
Level of theory: wB97M-V/def2-TZVPD

Output
SMILES string: O.O.O.O.O.O.S
HOMO energy, Ha: -0.3389
Orbital gap, eV: 9.127

Positions of all 21 atoms, in Å:
O 2.173 0.902 -2.550
H 1.309 1.300 -2.431
H 2.620 0.814 -1.712
O -3.113 -1.418 0.147
H -2.844 -2.104 -0.476
H -3.327 -0.646 -0.392
O -1.146 -1.041 1.933
H -1.247 -1.520 2.764
H -1.973 -1.246 1.440
O 0.898 0.885 1.865
H 0.143 0.270 1.839
H 1.314 0.709 2.705
O -0.799 0.639 -1.330
H -1.233 0.002 -0.765
H -0.894 0.463 -2.269
O 0.545 3.581 0.969
H -0.092 3.347 1.637
H 1.146 2.893 0.696
S 0.953 -1.855 -0.712
H 0.151 -1.733 0.356
H 1.936 -1.133 -0.148

Here are the Löwdin charges for atoms 1 to 5, given in e: -0.06, 0.01, 0.02, -0.03, 0.08


Which of them is the most stable? Correct choice: *i*.


*i*
Formula: CH4ClN2O
Source: OMol25
Level of theory: wB97M-V/def2-TZVPD

Output
SMILES string: N/C(Cl)=[NH+]/O
HOMO energy, Ha: -0.5659
Net charge: +1
Orbital gap, eV: 10.935

Positions of all 9 atoms, in Å:
N -1.001 0.924 0.824
C 0.098 0.413 0.339
Cl 1.605 1.084 0.658
N 0.167 -0.805 -0.440
O 1.341 -1.277 -0.926
H -1.923 0.549 0.646
H -0.920 1.739 1.426
H -0.681 -1.336 -0.623
H 1.314 -1.290 -1.903

Here are the Löwdin charges for atoms 1 to 5, given in e: 0.18, -0.66, 0.91, -0.05, 0.00


*ii*
Formula: CH4ClN2O
Source: OMol25
Level of theory: wB97M-V/def2-TZVPD

Output
HOMO energy, Ha: -0.5132
Net charge: +1
Orbital gap, eV: 9.211

Positions of all 9 atoms, in Å:
C -1.671 0.400 -0.708
N -0.971 -0.435 0.000
N 1.419 0.182 -0.017
O 0.440 -0.776 -0.304
Cl -3.254 0.305 -0.041
H -1.411 -0.936 0.849
H 2.142 0.234 -0.817
H 2.021 -0.164 0.762
H 1.285 1.190 0.276

Here are the Löwdin charges for atoms 1 to 5, given in e: -0.48, -0.14, 0.18, -0.05, 0.68


Which of them is the most stable? Correct choice: *i*.


*i*
Formula: C12H15N
Source: OMol25
Level of theory: wB97M-V/def2-TZVPD

Output
SMILES string: c1ccc2c(c1)C[C@H]1CNC[C@@H]2C1
HOMO energy, Ha: -0.3064
Orbital gap, eV: 9.224

Positions of all 28 atoms, in Å:
C -1.176 -0.998 2.919
C -0.749 0.368 3.139
C -0.200 1.070 2.219
C 0.204 0.439 1.017
C -0.299 -0.845 0.729
C -1.170 -1.505 1.619
C -0.063 -1.629 -0.516
C 0.780 -0.908 -1.556
C -0.039 -0.047 -2.445
N -0.950 0.946 -1.681
C -0.129 1.751 -0.988
C 0.980 1.073 -0.152
C 1.699 0.127 -0.949
H -1.750 -1.523 3.663
H -0.763 0.627 4.293
H 0.145 2.106 2.290
H -1.853 -2.411 1.330
H 0.413 -2.399 -0.134
H -1.042 -2.138 -0.775
H 1.345 -1.524 -2.307
H -0.689 -0.759 -3.181
H 0.750 0.603 -2.969
H -1.560 0.371 -1.163
H 0.429 2.386 -1.777
H -0.941 2.370 -0.533
H 1.707 1.862 -0.071
H 2.263 0.556 -1.755
H 2.658 0.031 -0.267

Here are the Löwdin charges for atoms 1 to 5, given in e: -0.07, -0.13, -0.09, -0.09, -0.18


*ii*
Formula: C12H15N
Source: OMol25
Level of theory: wB97M-V/def2-TZVPD

Output
HOMO energy, Ha: -0.2908
Orbital gap, eV: 8.382

Positions of all 28 atoms, in Å:
C -0.321 2.405 0.713
C 1.646 0.856 0.661
C 2.503 0.301 -0.356
C 2.877 -0.969 -0.217
C 3.741 -2.144 -0.184
C -0.038 0.903 -1.166
C -1.131 0.031 -0.776
C -2.482 0.358 -0.669
C -3.460 -0.523 -0.247
C -2.957 -1.699 0.487
C -1.655 -2.056 0.313
C -0.707 -1.173 -0.301
H -1.052 1.677 1.262
H 0.103 2.880 1.621
H -0.750 3.196 0.169
H 1.217 0.106 1.563
H 2.346 1.633 1.128
H 2.640 0.988 -1.569
H 3.196 -3.224 -0.316
H 4.925 -1.931 0.520
H -0.318 1.807 -1.623
H 0.895 0.517 -1.638
H -2.733 1.543 -0.863
H -4.644 -0.212 -0.316
H -3.584 -2.345 1.152
H -1.109 -2.945 0.790
H 0.314 -1.516 -0.146
N 0.538 1.535 0.007

Here are the Löwdin charges for atoms 1 to 5, given in e: -0.10, -0.26, -0.20, -0.15, -0.05


Which of them is the most stable? Correct choice: *i*.